The following is a DFT calculation (ωB97M-V/def2-TZVPD) of a cluster of 2 separate species, C2H5Cl2OP in total at a distorted geometry.

CARTESIAN COORDINATES (ANGSTROEM)
C (-0.762, -0.108, -1.624)
C (1.632, -0.483, -0.040)
O (-0.718, -1.321, -2.155)
P (-0.898, 0.090, 0.182)
Cl (2.585, -1.018, -1.422)
Cl (2.186, 0.835, 0.912)
H (-0.694, 0.811, -2.216)
H (1.297, -1.284, 0.643)
H (-0.641, -1.293, -3.066)
H (-2.204, 0.561, -0.006)
H (-0.338, 1.379, 0.395)

For the LUMO energy (spin up / spin down), the calculation gives -0.0294 / 0.0201 hartree. The largest force on an atom is 2.9 eV Å⁻¹. The calculation puts the energy above the lowest of the compared OMol25 structures with the same formula, charge and spin at 146.6 kcal per mole.